Record 1
Below is a structure of composition C31H44BrN3OOsP2 in a non-equilibrium geometry, with properties calculated with ωB97M-V/def2-TZVPD.

Each line ends with the Mulliken charge.
Atoms and positions in Å:
1 C -0.9017 -4.7479 -3.2416  -0.37
2 C -1.1498 -3.5115 -3.9317  0.26
3 C -1.2602 -3.6294 -5.3570  -0.56
4 C -0.9605 -4.8523 -5.9795  -0.32
5 N -0.6504 -5.9664 -5.2989  -0.44
6 C -0.6318 -5.9151 -3.9624  -0.38
7 C -1.2217 -2.2871 -3.2009  0.88
8 C -0.9536 -1.5365 -2.1755  -0.82
9 C 0.2711 -0.9296 -1.5543  -0.21
10 C 0.1257 -0.5807 -0.1720  -0.97
11 C 1.2827 -0.0112 0.5200  -0.68
12 C 2.5047 0.1311 -0.1109  -0.43
13 C 2.5601 -0.1784 -1.4955  -0.59
14 C 1.5537 -0.9115 -2.1668  0.14
15 Os -1.3995 0.1058 -1.4259  0.29
16 P -2.3597 0.0042 0.7477  0.29
17 H -1.5397 -2.7750 -5.9769  0.44
18 H -0.8840 -4.7803 -2.1510  0.39
19 H -0.9826 -4.9327 -7.0748  0.39
20 H -0.3958 -6.8425 -3.4243  0.37
21 H 1.6235 -1.4311 -3.1204  0.52
22 H -0.4829 -1.2677 0.4768  1.68
23 H 3.4180 0.2241 -2.0244  0.52
24 H 1.1892 0.3091 1.5550  0.62
25 C -1.7378 1.2007 2.0043  -0.43
26 C -2.7630 2.1990 2.4996  -1.36
27 H -0.8715 1.7172 1.5795  0.09
28 H -1.3140 0.5979 2.8204  0.60
29 H -2.3228 2.7738 3.3244  0.45
30 H -3.0472 2.9123 1.7222  0.11
31 H -3.6595 1.6997 2.8745  0.31
32 C -3.7916 0.5433 -0.2740  -0.73
33 C -4.3159 -0.6953 -0.9829  -0.87
34 H -3.3927 1.2250 -1.0832  0.58
35 H -4.4853 1.0754 0.3939  0.75
36 H -5.1908 -0.4295 -1.5796  0.44
37 H -3.4986 -1.0265 -1.6765  0.13
38 H -4.5849 -1.4839 -0.2737  0.38
39 C -2.9276 -1.3472 1.8649  -0.72
40 C -4.0209 -1.0093 2.8728  -1.32
41 H -2.0077 -1.6302 2.3992  0.58
42 H -3.2013 -2.1982 1.2252  0.60
43 H -4.3581 -1.9299 3.3577  0.44
44 H -3.6600 -0.3502 3.6657  0.34
45 H -4.9035 -0.5487 2.4216  0.36
46 Br 3.9539 0.8987 0.6981  0.07
47 P -0.1364 3.0965 -1.9618  0.17
48 C -1.1173 2.9103 -0.4671  1.43
49 C -1.9403 4.1822 -0.2420  -1.49
50 H -0.4137 2.7352 0.3607  0.34
51 H -1.7605 1.9904 -0.5984  -1.36
52 H -2.9732 3.9598 0.0502  0.51
53 H -1.4739 4.7925 0.5424  0.38
54 H -1.9635 4.7663 -1.1729  0.44
55 C 1.4499 3.6929 -1.2059  0.03
56 C 2.3174 4.5388 -2.1460  -1.29
57 H 2.0171 2.8324 -0.8146  -0.09
58 H 1.1684 4.3030 -0.3294  0.53
59 H 3.2159 4.8719 -1.6102  0.40
60 H 2.6440 3.9735 -3.0274  0.34
61 H 1.7816 5.4335 -2.4845  0.37
62 C 0.2717 1.7519 -3.0857  0.88
63 C 0.2951 2.2348 -4.5355  -1.43
64 H -0.5131 0.9316 -3.0020  -0.36
65 H 1.2426 1.3391 -2.7782  0.12
66 H 0.6177 1.4039 -5.1696  0.43
67 H -0.7168 2.5379 -4.8273  0.40
68 H 0.9798 3.0798 -4.6546  0.39
69 N 4.3534 -1.2589 7.4465  -0.31
70 C 3.3657 -0.8697 6.5740  0.46
71 O 2.3026 -0.3967 6.9374  -0.20
72 C 3.7823 -1.0200 5.1259  0.41
73 C 5.1206 -1.0520 4.7047  -0.31
74 C 5.4244 -1.4492 3.4120  -0.58
75 C 4.3439 -1.7940 2.5695  -0.46
76 N 3.0704 -1.6205 2.9218  -0.29
77 C 2.7696 -1.1742 4.1422  -0.14
78 H 4.1093 -1.2863 8.4266  0.28
79 H 5.1102 -1.8541 7.1523  0.26
80 H 5.8875 -0.7606 5.4093  0.59
81 H 6.4327 -1.5147 3.0327  0.47
82 H 4.5688 -2.2061 1.5948  0.42
83 H 1.7118 -0.9830 4.4012  0.40

Cartesian forces (eV/Å) of the 6 atoms listed first:
0.3 0.3 0.3
-0.3 -0.3 -0.7
0.3 0.2 0.1
-0.2 0.3 0.4
0.0 0.4 0.0
-0.3 0.5 0.1

Results
Spin multiplicity: 5
Kohn-Sham gap (spin up / spin down) (eV): 5.61 / 3.96
Energy (eV): -130414.8248
F_max (hartree/bohr): 0.1199
Net charge: +4
LUMO level (spin up / spin down) (eV): -12.095 / -14.222
Molar mass (g mol⁻¹): 806.80
Energy above the lowest of the compared OMol25 structures with the same formula, charge and spin (eV): 5.9629

=====

Record 2
Below is a structure of composition C31H44BrN5O4Ti in a non-equilibrium geometry, with properties calculated with ωB97M-V/def2-TZVPD.

Each line ends with the Mulliken charge.
Atoms and positions in Å:
1 Ti 0.7164 0.0335 0.0195  -0.48
2 Br 1.3530 -1.6039 3.3670  -0.05
3 C 2.7503 -1.1709 2.1618  0.21
4 C 4.0238 -1.5749 2.5217  -0.62
5 C 5.0522 -1.3666 1.6408  -0.71
6 C 4.7794 -0.7428 0.4376  -0.77
7 C 3.4949 -0.3474 0.1766  0.55
8 N 2.4544 -0.5613 1.0056  1.08
9 C 3.1573 0.4204 -1.0764  0.17
10 O 3.9183 0.5701 -1.9761  -0.65
11 O 1.9248 0.8943 -1.0440  -0.41
12 H 4.1883 -2.0638 3.4727  0.50
13 H 6.0554 -1.6932 1.8938  0.45
14 H 5.5413 -0.5280 -0.3038  0.59
15 O 0.3910 1.0464 1.8036  -0.47
16 C -0.3925 1.6737 2.5549  0.80
17 C 0.0778 2.1129 3.9109  -1.15
18 C -0.7586 1.5865 5.1150  -0.70
19 C -2.0129 0.7889 4.7386  -0.41
20 C -3.1222 1.6439 4.1244  -0.63
21 C -2.5940 2.6247 3.0717  -1.02
22 N -1.6132 2.0019 2.1788  0.50
23 H 0.0807 3.2060 3.8986  0.41
24 H 1.1114 1.7977 3.9941  0.32
25 H -1.0429 2.4276 5.7523  0.31
26 H -0.1142 0.9436 5.7147  0.42
27 H -2.4031 0.2967 5.6307  0.50
28 H -1.7318 -0.0142 4.0476  -0.02
29 H -3.6182 2.2260 4.9066  0.42
30 H -3.8787 0.9937 3.6782  0.32
31 H -2.1317 3.4870 3.5529  0.41
32 H -3.4044 2.9970 2.4496  0.48
33 H -1.9195 1.7042 1.2625  -0.78
34 C -0.0189 3.7772 -0.6341  -1.09
35 C -1.0011 3.4092 -1.7499  0.44
36 C -0.2878 2.8597 -2.9922  -1.42
37 C -2.1561 2.5090 -1.3268  0.95
38 C -3.4301 3.0527 -1.4829  -1.22
39 C -4.5776 2.3470 -1.1803  -1.38
40 C -4.4566 1.0518 -0.7165  -1.25
41 C -3.2145 0.4440 -0.5482  1.56
42 C -3.2434 -1.0208 -0.1187  0.42
43 C -2.8046 -1.9406 -1.2686  -1.50
44 C -2.5162 -1.3429 1.1919  -0.83
45 C -2.0534 1.1860 -0.8520  -1.28
46 O -0.8226 0.5990 -0.6574  1.52
47 H 0.7014 4.5106 -1.0077  0.52
48 H 0.5469 2.9274 -0.2842  -0.14
49 H -0.5424 4.2250 0.2149  0.27
50 H -1.4702 4.3481 -2.0462  0.63
51 H 0.1787 1.9039 -2.7783  0.16
52 H 0.5056 3.5426 -3.3123  0.45
53 H -0.9905 2.7353 -3.8192  0.40
54 H -3.5111 4.0661 -1.8644  0.44
55 H -5.5542 2.7972 -1.3166  0.43
56 H -5.3514 0.4781 -0.4886  0.44
57 H -4.2927 -1.2373 0.0757  0.75
58 H -1.7599 -1.7872 -1.5108  0.09
59 H -3.3976 -1.7434 -2.1663  0.39
60 H -2.9464 -2.9914 -0.9920  0.45
61 H -1.4561 -1.1716 1.1396  -0.29
62 H -2.6619 -2.3950 1.4508  0.60
63 H -2.9116 -0.7411 2.0159  -0.04
64 C 3.0080 -1.8014 -4.4019  -0.59
65 C 1.8401 -0.8388 -4.3306  -0.65
66 N 1.0892 -1.0550 -3.0868  -0.08
67 C 1.3676 -1.9719 -2.1378  0.00
68 N 0.8334 -1.8182 -0.9170  0.92
69 C 0.7810 -3.0544 -0.1305  -1.16
70 C 2.1153 -3.7747 -0.1598  -0.04
71 C 2.4188 -4.1446 -1.5943  -0.95
72 N 2.0895 -3.0443 -2.5092  0.15
73 C 2.5629 -3.1577 -3.8957  -0.78
74 H 3.8257 -1.4338 -3.7804  0.19
75 H 3.3611 -1.8760 -5.4285  0.45
76 H 1.1671 -0.9926 -5.1715  0.53
77 H 2.1947 0.1876 -4.3486  0.27
78 H 0.5398 -0.2829 -2.7649  0.10
79 H 0.0056 -3.7079 -0.5378  0.56
80 H 0.4871 -2.8098 0.8830  0.16
81 H 2.0947 -4.6730 0.4571  0.44
82 H 2.8956 -3.1169 0.2275  -0.08
83 H 1.8448 -5.0256 -1.8837  0.34
84 H 3.4733 -4.3856 -1.7177  0.51
85 H 1.7755 -3.5721 -4.5311  0.26
86 H 3.3926 -3.8590 -3.8971  0.41

Cartesian forces (eV/Å) of the 6 atoms listed first:
-1.6 -0.6 1.4
0.0 0.2 -0.2
-0.5 0.1 -0.3
-0.2 -0.2 0.4
0.5 -0.1 -0.2
0.5 0.1 -0.3

Results
Spin multiplicity: 2
Kohn-Sham gap (spin up / spin down) (eV): 6.62 / 7.68
Energy (eV): -141660.5772
F_max (hartree/bohr): 0.0677
Net charge: +1
LUMO level (spin up / spin down) (eV): -2.939 / -3.000
Molar mass (g mol⁻¹): 678.50
Energy above the lowest of the compared OMol25 structures with the same formula, charge and spin (eV): 0.7203

=====

Question: Which of these has the lowest F_max?
Answer: C31H44BrN5O4Ti